C34H53BN10O2PS2Se4SiY as an isolated structure at a distorted geometry, computed with wB97M-V/def2-TZVPD.

Last column: Mulliken charge in e.
Element x y z (Å)
Y  -0.034  -0.573  -0.297  0.882
C  -3.730  2.653  0.552  -2.219
C  -2.425  2.168  0.433  -0.341
N  -2.395  0.854  0.263  0.950
N  -3.702  0.465  0.284  0.233
C  -4.507  1.522  0.452  0.208
B  -4.029  -1.028  0.133  0.185
N  -3.187  -1.781  1.209  -0.116
C  -3.670  -2.342  2.341  -0.101
C  -2.621  -2.699  3.142  -1.733
C  -1.492  -2.295  2.426  -0.483
N  -1.828  -1.731  1.273  1.368
N  -3.787  -1.397  -1.344  0.129
C  -4.654  -1.935  -2.232  -0.146
C  -4.126  -1.789  -3.490  -1.793
C  -2.912  -1.123  -3.274  -0.252
N  -2.716  -0.891  -1.987  0.833
N  -5.510  -1.415  0.424  0.631
C  -5.953  -2.689  0.438  -0.407
C  -7.316  -2.671  0.614  -1.102
C  -7.621  -1.300  0.692  -0.328
N  -6.539  -0.551  0.573  -1.123
H  -4.057  3.667  0.690  0.459
H  -1.506  2.714  0.459  0.314
H  -5.572  1.378  0.486  0.571
H  -4.726  -2.433  2.509  0.445
H  -2.658  -3.178  4.104  0.431
H  -0.450  -2.367  2.681  0.202
H  -5.586  -2.369  -1.920  0.396
H  -4.543  -2.121  -4.423  0.409
H  -2.173  -0.829  -4.004  0.483
H  -5.265  -3.508  0.320  0.603
H  -7.981  -3.514  0.675  0.445
H  -8.581  -0.829  0.829  0.428
C  2.083  -5.199  4.867  -1.504
C  1.526  -4.365  3.736  0.084
O  2.484  -4.308  2.690  -0.262
P  1.797  -3.823  1.233  0.039
S  -0.496  -3.428  -1.202  -0.536
S  1.614  -1.760  1.571  -0.729
O  3.189  -3.817  0.358  -0.202
C  3.495  -5.072  -0.265  -0.456
C  3.010  -5.051  -1.703  -0.755
H  1.380  -5.249  5.701  0.392
H  3.016  -4.770  5.234  0.309
H  2.290  -6.216  4.529  0.343
H  1.297  -3.350  4.082  0.158
H  0.584  -4.797  3.366  0.358
H  3.051  -5.903  0.297  0.391
H  4.579  -5.192  -0.208  0.308
H  1.924  -4.967  -1.739  0.118
H  3.314  -5.964  -2.224  0.444
H  3.423  -4.190  -2.234  0.059
Se  2.155  -1.523  -2.065  -0.504
Se  3.733  -1.156  -3.699  -0.706
Se  0.119  -3.032  -4.992  -0.569
Se  -0.031  -2.163  -2.874  0.176
N  -3.933  3.906  -4.210  -0.674
C  -3.015  3.220  -4.141  -0.297
C  -1.832  2.381  -4.092  0.161
C  -1.019  2.268  -5.214  -0.522
C  0.103  1.474  -5.137  -1.275
C  0.383  0.832  -3.937  -0.230
N  -0.404  0.935  -2.866  2.416
C  -1.497  1.690  -2.936  -0.437
H  -1.274  2.800  -6.122  0.502
H  0.765  1.341  -5.980  0.491
H  1.275  0.222  -3.832  -0.060
H  -2.128  1.739  -2.059  0.074
C  4.248  0.142  0.615  -1.524
C  3.896  1.590  0.246  3.152
C  4.347  1.766  -1.209  -1.818
C  4.821  2.486  1.104  -1.930
Si  1.964  1.934  0.426  -0.330
C  1.668  2.282  2.388  2.967
C  2.492  1.348  3.285  -1.952
C  0.206  1.970  2.713  -1.957
C  1.936  3.701  2.909  -2.045
C  1.688  3.689  -0.493  3.048
C  2.654  4.841  -0.175  -1.999
C  0.270  4.192  -0.217  -1.946
C  1.732  3.521  -2.026  -2.062
H  5.341  0.026  0.576  0.544
H  3.825  -0.590  -0.081  -0.246
H  3.918  -0.145  1.607  0.180
H  5.346  1.325  -1.322  0.583
H  4.432  2.815  -1.483  0.405
H  3.710  1.267  -1.939  -0.125
H  5.800  2.561  0.613  0.536
H  5.007  2.058  2.088  0.421
H  4.468  3.502  1.262  0.160
H  2.362  0.291  3.051  0.015
H  2.161  1.490  4.325  0.591
H  3.556  1.566  3.254  0.259
H  -0.074  0.940  2.462  0.161
H  -0.487  2.633  2.206  0.323
H  0.021  2.079  3.792  0.599
H  2.975  4.006  2.776  0.311
H  1.727  3.731  3.988  0.505
H  1.305  4.459  2.442  0.398
H  2.629  5.172  0.862  0.305
H  2.381  5.707  -0.796  0.580
H  3.683  4.589  -0.419  0.289
H  0.009  4.253  0.839  0.406
H  -0.457  3.553  -0.719  -0.049
H  0.145  5.197  -0.644  0.657
H  2.736  3.484  -2.432  0.372
H  1.226  4.379  -2.493  0.561
H  1.222  2.616  -2.347  0.091

Properties
HOMO-LUMO gap	5.935	eV
HOMO level	-1.90	eV
total charge	-2
largest force on an atom	1.21	eV/A
LUMO level	4.035	eV
relative energy (zero: lowest compared OMol25 entry of this formula, charge and spin)	92.1	kcal per mole

=====

A 2-piece molecular cluster, C6H12NO overall at a distorted geometry, computed with wB97M-V/def2-TZVPD.

Last column: natural (NBO) charge in e.
Element x y z (Å)
C  0.526  2.112  -0.715  0.419
C  -3.577  -0.357  -0.207  -0.742
C  2.464  -0.629  -1.073  -0.587
C  1.915  -0.197  1.299  -0.562
C  -2.480  -0.083  0.752  0.502
C  1.274  -0.155  -0.152  -0.145
N  0.929  1.067  -0.638  -0.130
O  -1.351  -0.462  0.865  -0.577
H  -4.320  -0.819  0.371  0.263
H  -3.324  -1.118  -0.875  0.228
H  -4.077  0.456  -0.691  0.258
H  3.431  -0.285  -0.708  0.234
H  2.225  -0.260  -2.051  0.213
H  2.373  -1.689  -1.124  0.244
H  1.245  -0.382  2.013  0.233
H  2.656  -1.046  1.282  0.239
H  2.578  0.692  1.364  0.222
H  -2.957  0.761  1.457  0.086
H  0.263  -0.682  -0.188  0.315
H  0.205  3.077  -0.982  0.285

Properties
HOMO-LUMO gap	9.293	eV
HOMO level	-13.52	eV
total charge	+1
largest force on an atom	5.21	eV/A
LUMO level	-4.231	eV
relative energy (zero: lowest compared OMol25 entry of this formula, charge and spin)	66.5	kcal per mole

=====

One molecule with the formula C12H8F2S at a distorted geometry, computed with wB97M-V/def2-TZVPD.

Last column: natural (NBO) charge in e.
Element x y z (Å)
C  -0.439  -2.578  1.069  -0.189
C  -0.480  -1.280  0.700  -0.217
C  0.701  -3.247  0.819  -0.267
C  1.720  -1.400  -0.309  -0.278
C  0.534  -0.681  -0.120  0.000
C  1.757  -2.654  0.159  0.395
C  -1.449  3.069  -0.435  -0.258
C  -0.650  2.791  0.580  -0.169
C  -0.652  1.031  -1.584  -0.280
C  -1.477  2.071  -1.521  0.403
C  0.267  1.705  0.678  -0.305
C  0.374  0.767  -0.496  -0.190
F  2.819  -3.422  -0.059  -0.317
F  -2.405  2.288  -2.467  -0.323
S  1.748  1.900  -0.393  0.161
H  -1.098  -2.967  1.753  0.214
H  -1.348  -0.762  0.993  0.212
H  0.747  -4.312  0.976  0.224
H  2.534  -0.844  -0.804  0.246
H  -2.248  3.771  -0.328  0.233
H  -0.761  3.300  1.460  0.211
H  -0.702  0.322  -2.367  0.231
H  0.508  1.134  1.696  0.262

Properties
HOMO-LUMO gap	9.120	eV
HOMO level	-8.86	eV
total charge	0
largest force on an atom	3.33	eV/A
LUMO level	0.256	eV
SMILES	FC1=C[C@@]2(c3cccc(F)c3)S[C@H]2C=C1